[1]
Computed, not measured: C2H4N2O2S in the gas phase at a distorted geometry, with ωB97M-V/def2-TZVPD.

Cartesian coordinates (Å):
C: 0.687 -0.725 0.280
C: -1.761 -0.638 -0.163
H: 2.040 1.176 -0.622
H: 0.384 -1.792 0.570
H: -1.106 2.335 1.182
H: -1.429 -1.822 -0.320
N: 1.948 -0.739 -0.038
N: -0.467 0.100 0.162
O: 2.746 0.408 -0.500
O: -2.811 -0.112 -0.481
S: -0.231 1.810 -0.072

Frontier orbital gap: 0.3396 hartree
E_tot: -20044.69410 eV
Structure (SMILES): O=CN(S)/C=N\O
Energy above the lowest of the compared OMol25 structures with the same formula, charge and spin: 110.43 kcal per mole
Strongest force on any atom: 4.45 eV Å⁻¹

Here are the Mulliken charges for atoms 1 to 8, given in e:
1 C 0.190
2 C 0.233
3 H 0.266
4 H 0.232
5 H 0.203
6 H 0.157
7 N -0.322
8 N -0.033


[2]
Computed, not measured: 2 unconnected molecules or ions with the total composition C2H4N2O2S at a distorted geometry, with ωB97M-V/def2-TZVPD.

Cartesian coordinates (Å):
C: 1.360 1.215 0.069
C: 1.632 0.261 0.967
N: 0.888 2.087 -0.554
N: -1.513 0.064 -1.036
O: -0.624 -2.177 -0.539
O: -1.785 -1.000 1.358
S: -0.870 -0.915 0.204
H: 1.808 0.758 1.934
H: 1.876 -0.690 0.542
H: -1.660 -0.576 -1.810
H: -1.110 0.973 -1.134

Frontier orbital gap (alpha / beta): 0.2924 / 0.2838 hartree
E_tot: -20045.14996 eV
Energy above the lowest of the compared OMol25 structures with the same formula, charge and spin: 99.92 kcal per mole
Strongest force on any atom: 3.94 eV Å⁻¹

Here are the Mulliken charges for atoms 1 to 8, given in e:
1 C 0.760
2 C -0.968
3 N -0.523
4 N -0.451
5 O -0.560
6 O -0.509
7 S 0.895
8 H 0.291


[3]
Computed, not measured: C2H4N2O2S in the gas phase at a distorted geometry, with ωB97M-V/def2-TZVPD.

Cartesian coordinates (Å):
C: -0.327 -0.501 1.396
C: 0.279 0.216 -1.144
H: -0.632 -1.061 3.231
H: -0.130 0.586 3.193
H: 0.055 -0.824 -1.310
H: 0.599 1.094 -3.938
N: -0.221 -0.299 2.703
N: 0.440 1.014 -2.113
O: -0.793 -1.495 0.865
O: 0.382 0.373 -3.339
S: 0.348 0.898 0.456

Frontier orbital gap: 0.3503 hartree
E_tot: -20047.90155 eV
Structure (SMILES): NC(=O)S/C=N/O
Energy above the lowest of the compared OMol25 structures with the same formula, charge and spin: 36.46 kcal per mole
Strongest force on any atom: 2.26 eV Å⁻¹

Here are the Mulliken charges for atoms 1 to 8, given in e:
1 C 0.631
2 C 0.035
3 H 0.261
4 H 0.223
5 H 0.419
6 H 0.370
7 N -0.413
8 N -0.371


[4]
Computed, not measured: a molecular structure, C2H4N2O2S at a distorted geometry, with ωB97M-V/def2-TZVPD.

Cartesian coordinates (Å):
C: -1.239 -0.183 -0.154
C: 0.173 -0.181 0.460
N: -2.019 -0.771 0.633
N: -1.566 0.439 -1.259
O: -3.577 -1.315 -2.425
O: -3.411 -0.983 0.081
S: -3.691 -0.344 -1.378
H: 0.914 -0.110 -0.267
H: 0.441 -1.215 0.826
H: 0.190 0.590 1.249
H: -0.886 0.566 -2.045

Frontier orbital gap: 0.3024 hartree
E_tot: -20045.48051 eV
Energy above the lowest of the compared OMol25 structures with the same formula, charge and spin: 92.30 kcal per mole
Strongest force on any atom: 3.28 eV Å⁻¹

Here are the Mulliken charges for atoms 1 to 8, given in e:
1 C 0.840
2 C -0.977
3 N -0.404
4 N -0.642
5 O -0.390
6 O -0.235
7 S 0.669
8 H 0.401


[5]
Computed, not measured: 2 unconnected molecules or ions with the total composition C2H4N2O3 at a distorted geometry, with ωB97M-V/def2-TZVPD.

Cartesian coordinates (Å):
C: 0.604 -0.019 1.152
C: 0.698 -3.598 -0.592
N: 0.539 -3.916 -1.712
N: 1.277 -3.201 0.582
O: 0.193 -4.302 -2.758
O: 2.283 -2.458 0.498
O: 0.807 -3.582 1.658
H: 0.599 1.004 0.801
H: 0.512 -0.806 0.448
H: 1.624 -0.195 1.623
H: 0.081 -0.139 2.130

Frontier orbital gap: 0.3428 hartree
E_tot: -11253.93961 eV
Energy above the lowest of the compared OMol25 structures with the same formula, charge and spin: 198.95 kcal per mole
Strongest force on any atom: 3.96 eV Å⁻¹

Here are the Mulliken charges for atoms 1 to 8, given in e:
1 C -0.893
2 C 0.144
3 N 0.619
4 N 0.667
5 O -0.576
6 O -0.402
7 O -0.448
8 H 0.304


[6]
Computed, not measured: C2H4N2O3 in the gas phase at a distorted geometry, with ωB97M-V/def2-TZVPD.

Cartesian coordinates (Å):
C: 0.493 0.706 -0.056
C: -1.138 -0.951 0.270
H: -1.442 1.314 -0.074
H: -0.215 2.661 -0.346
H: 2.007 -0.861 0.229
H: -1.222 -2.106 0.611
N: -0.495 1.651 -0.112
N: 0.197 -0.599 -0.287
O: 1.766 0.823 0.307
O: 1.189 -1.535 -0.194
O: -2.102 -0.152 0.022

Frontier orbital gap: 0.3653 hartree
E_tot: -11258.75918 eV
Structure (SMILES): NC(=O)N(O)C=O
Energy above the lowest of the compared OMol25 structures with the same formula, charge and spin: 87.80 kcal per mole
Strongest force on any atom: 5.70 eV Å⁻¹

Here are the Mulliken charges for atoms 1 to 8, given in e:
1 C 0.447
2 C 0.132
3 H 0.304
4 H 0.242
5 H 0.448
6 H 0.318
7 N -0.297
8 N 0.213


[7]
Computed, not measured: 2 unconnected molecules or ions with the total composition C2H4N2O3 at a distorted geometry, with ωB97M-V/def2-TZVPD.

Cartesian coordinates (Å):
N: -1.820 0.151 0.797
C: -1.717 -0.889 0.164
C: 0.652 0.387 -0.292
N: 1.763 0.859 0.324
O: 0.632 -1.081 -0.227
O: -1.831 -1.964 -0.273
O: -0.090 1.021 -0.989
H: 0.137 -1.499 -0.951
H: -2.279 1.035 0.712
H: 2.101 1.775 0.083
H: 2.453 0.205 0.652

Frontier orbital gap: 0.4032 hartree
E_tot: -11261.52031 eV
Structure (SMILES): NC(=O)O.N=C=O
Energy above the lowest of the compared OMol25 structures with the same formula, charge and spin: 24.13 kcal per mole
Strongest force on any atom: 4.14 eV Å⁻¹

Here are the Mulliken charges for atoms 1 to 8, given in e:
1 N -0.498
2 C 0.686
3 C 0.624
4 N -0.369
5 O -0.564
6 O -0.469
7 O -0.525
8 H 0.349


[8]
Computed, not measured: C2H4N2O3 in the gas phase at a distorted geometry, with ωB97M-V/def2-TZVPD.

Cartesian coordinates (Å):
C: 1.076 -1.054 0.325
N: -0.843 0.642 0.244
C: 0.769 0.374 0.042
O: -1.578 -0.533 0.313
N: -1.228 1.384 -0.781
O: -0.804 2.517 -0.905
O: 1.507 1.283 -0.108
H: -2.323 -0.408 -0.303
H: 0.429 -1.437 1.113
H: 0.878 -1.637 -0.571
H: 2.116 -1.131 0.631

Frontier orbital gap: 0.3545 hartree
E_tot: -11256.85990 eV
Structure (SMILES): CC(=O)N(O)N=O
Energy above the lowest of the compared OMol25 structures with the same formula, charge and spin: 131.60 kcal per mole
Strongest force on any atom: 3.39 eV Å⁻¹

Here are the Mulliken charges for atoms 1 to 8, given in e:
1 C -0.928
2 N 0.411
3 C 0.554
4 O -0.418
5 N -0.157
6 O -0.392
7 O -0.386
8 H 0.369


Question: Which formula does entry 6 have?
Answer: C2H4N2O3


Question: E_tot of number 7 (C2H4N2O3)?
Answer: -11261.52031 eV